(1)
ORCA calculation (ωB97M-V/def2-TZVPD) on a 2-piece molecular cluster, C16H26N7O6 overall in a non-equilibrium geometry.

Charge = -1

CARTESIAN COORDINATES (ANGSTROEM)
O -2.335 0.688 5.306
O 2.707 -1.726 -1.672
O 3.866 3.172 -2.322
O 0.252 0.401 -3.540
O 5.935 2.378 -2.204
N -5.030 -1.540 4.783
N -6.246 -0.147 6.194
O -6.263 -1.371 5.472
C -2.952 -0.120 4.609
C 2.836 -1.863 -2.879
C 4.849 2.552 -2.796
C 1.229 0.968 -3.045
C -4.322 -0.470 5.047
C -5.092 0.373 5.929
N -4.757 1.589 6.484
N 1.116 2.031 -2.241
N -2.302 -0.666 3.491
N -1.031 -1.426 1.029
N 2.847 -0.853 -3.742
C 3.011 -3.243 -3.463
C -0.146 2.624 -1.813
C -0.477 -1.514 -0.336
C 4.689 1.899 -4.180
C -2.962 -1.614 2.574
C -0.844 -0.497 3.310
C -2.500 -1.474 1.118
C -0.449 -0.337 1.838
C 3.243 1.473 -4.466
C 2.672 0.554 -3.365
H -3.766 1.845 6.418
H -5.310 1.899 7.276
H 1.988 2.497 -1.978
H 2.929 -1.061 -4.720
H 2.220 -3.429 -4.186
H 3.984 -3.303 -3.944
H 2.954 -3.972 -2.656
H -0.745 1.873 -1.295
H -0.693 2.978 -2.688
H 0.052 3.461 -1.143
H -0.878 -2.385 -0.863
H -0.716 -0.615 -0.914
H 0.610 -1.616 -0.289
H 5.007 2.603 -4.953
H 5.328 1.015 -4.249
H -4.042 -1.462 2.553
H -2.766 -2.634 2.918
H -0.337 -1.377 3.717
H -0.462 0.377 3.845
H -2.885 -2.319 0.539
H -2.922 -0.558 0.690
H -0.799 0.633 1.467
H 0.643 -0.348 1.757
H 3.197 0.972 -5.435
H 2.637 2.377 -4.549
H 3.225 0.709 -2.439

Löwdin atomic charges, in units of e: number 1, O, carries 0.04; number 2, O, carries 0.04; number 3, O, carries -0.08; number 4, O, carries 0.02; number 5, O, carries -0.07; number 6, N, carries 0.16; number 7, N, carries 0.12; number 8, O, carries -0.10; number 9, C, carries -0.34; number 10, C, carries -0.55; number 11, C, carries -0.74; number 12, C, carries -0.47; number 13, C, carries -0.13; number 14, C, carries -0.36; number 15, N, carries 0.13; number 16, N, carries 0.03; number 17, N, carries -0.02; number 18, N, carries -0.23; number 19, N, carries 0.12; number 20, C, carries -0.01; number 21, C, carries -0.06; number 22, C, carries -0.07; number 23, C, carries -0.13; number 24, C, carries -0.14; number 25, C, carries -0.12; number 26, C, carries -0.18; number 27, C, carries -0.17; number 28, C, carries -0.15; number 29, C, carries -0.20; number 30, H, carries 0.09; number 31, H, carries 0.10; number 32, H, carries 0.11; number 33, H, carries 0.14; number 34, H, carries 0.08; number 35, H, carries 0.08; number 36, H, carries 0.08; number 37, H, carries 0.06; number 38, H, carries 0.08; number 39, H, carries 0.08; number 40, H, carries 0.08; number 41, H, carries 0.07; number 42, H, carries 0.07; number 43, H, carries 0.11; number 44, H, carries 0.10; number 45, H, carries 0.11; number 46, H, carries 0.12; number 47, H, carries 0.13; number 48, H, carries 0.12; number 49, H, carries 0.12; number 50, H, carries 0.12; number 51, H, carries 0.12; number 52, H, carries 0.13; number 53, H, carries 0.10; number 54, H, carries 0.11; number 55, H, carries 0.15

=====

(2)
ORCA calculation (ωB97M-V/def2-TZVPD) on a 14-piece molecular cluster, CH27O16 overall in a non-equilibrium geometry.

Energy above the lowest of the compared OMol25 structures with the same formula, charge and spin = 20.9 kcal/mol
Charge = -1

CARTESIAN COORDINATES (ANGSTROEM)
C -0.745 0.001 -0.226
O -1.494 -0.784 0.304
O 0.425 0.219 0.368
O -1.014 0.393 -1.403
H 0.522 -0.357 1.112
O -0.578 3.638 -2.625
H -0.659 3.955 -3.528
H -1.120 2.819 -2.564
O -2.416 1.410 -3.496
H -1.787 1.000 -2.903
H -3.079 0.716 -3.568
O 2.425 0.700 2.735
H 3.281 1.079 2.780
H 1.925 1.504 2.622
O 1.162 -2.699 2.702
H 1.391 -2.597 1.756
H 1.761 -3.244 3.195
O -4.014 -0.996 1.211
H -4.172 -1.920 1.077
H -3.220 -0.672 0.777
O -0.132 -0.343 4.100
H 0.698 -0.747 4.045
H 0.045 0.403 3.533
O -1.573 -2.972 1.672
H -1.545 -2.256 1.035
H -0.707 -2.799 2.095
O -1.206 -1.856 -2.875
H -1.246 -1.138 -2.209
H -0.367 -1.557 -3.251
O 3.337 -0.246 0.124
H 2.843 -0.267 0.932
H 3.218 0.659 -0.085
O 1.665 -2.646 0.036
H 1.011 -2.889 -0.613
H 2.182 -1.989 -0.457
O -2.772 2.342 -0.691
H -2.847 2.224 0.241
H -2.315 1.560 -0.982
O 2.341 2.327 -0.351
H 2.714 2.992 0.234
H 1.491 2.048 0.018
O 1.723 0.898 -2.627
H 0.890 0.566 -2.358
H 1.957 1.521 -1.893

Löwdin atomic charges, in units of e: number 1, C, carries -0.74; number 2, O, carries 0.03; number 3, O, carries 0.12; number 4, O, carries -0.09; number 5, H, carries 0.08; number 6, O, carries -0.08; number 7, H, carries 0.03; number 8, H, carries 0.00; number 9, O, carries -0.06; number 10, H, carries -0.03; number 11, H, carries 0.05; number 12, O, carries -0.01; number 13, H, carries 0.04; number 14, H, carries 0.05; number 15, O, carries -0.06; number 16, H, carries 0.00; number 17, H, carries 0.04; number 18, O, carries -0.07; number 19, H, carries 0.01; number 20, H, carries -0.02; number 21, O, carries -0.02; number 22, H, carries -0.03; number 23, H, carries 0.01; number 24, O, carries -0.09; number 25, H, carries -0.04; number 26, H, carries -0.01; number 27, O, carries -0.07; number 28, H, carries -0.01; number 29, H, carries 0.03; number 30, O, carries -0.04; number 31, H, carries -0.02; number 32, H, carries -0.03; number 33, O, carries -0.03; number 34, H, carries 0.06; number 35, H, carries 0.05; number 36, O, carries -0.03; number 37, H, carries 0.02; number 38, H, carries -0.03; number 39, O, carries -0.04; number 40, H, carries 0.07; number 41, H, carries 0.05; number 42, O, carries -0.06; number 43, H, carries -0.04; number 44, H, carries 0.00

=====

Number 1: total energy -39730.8854 eV, orbital gap 6.3 eV. Number 2: total energy -34238.8525 eV, orbital gap 8.7 eV.